Entry 1:
14
Properties=species:S:1:pos:R:3:forces:R:3:lowdin_charge:R:1 method="wB97M-V/def2-TZVPD" gap_ev=10.30 multiplicity=1 total_energy_ev=-10060.900 relative_energy_kj_mol=177.9 charge=0
F -2.621 -0.361 0.017 -0.3 0.4 0.1 -0.01
C -1.770 0.696 0.066 -2.6 3.0 -0.6 -0.11
C -0.506 0.505 -0.153 -3.0 -4.0 -0.1 -0.25
C -0.209 -1.002 -0.180 -0.2 -1.0 1.3 -0.09
C 1.316 -0.976 0.147 0.3 0.1 1.0 -0.18
O 1.753 0.361 -0.074 0.1 0.0 -1.1 -0.17
C 0.640 1.289 -0.040 4.0 0.6 -1.0 -0.15
H -2.340 1.691 0.113 0.9 -1.7 0.2 0.15
H -0.466 -1.512 -1.138 0.6 0.7 0.3 0.12
H -0.932 -1.578 0.545 1.9 1.2 -1.0 0.15
H 1.713 -1.103 1.231 -1.3 -1.0 -1.6 0.15
H 1.793 -1.627 -0.596 0.4 0.1 0.6 0.11
H 0.718 1.657 0.948 -0.2 1.6 0.8 0.13
H 0.910 1.960 -0.886 -0.8 0.2 0.9 0.15

---

Entry 2:
15
Properties=species:S:1:pos:R:3:forces:R:3:lowdin_charge:R:1 method="wB97M-V/def2-TZVPD" smiles="C=C(CCF)OC=O" gap_ev=10.87 multiplicity=1 total_energy_ev=-12109.793 relative_energy_kj_mol=17.9 charge=0
C -0.851 1.820 -0.429 1.0 -2.4 1.3 0.11
C -0.423 0.566 -0.189 0.4 1.0 -0.2 -0.32
C 0.661 0.108 0.794 -1.6 1.0 -1.8 -0.10
C 1.874 -0.362 0.057 1.2 -1.3 1.4 -0.19
F 1.580 -1.523 -0.663 0.2 0.2 0.0 -0.05
O -0.910 -0.474 -0.979 -0.4 0.2 0.0 0.03
C -1.706 -1.343 -0.369 -1.1 -0.4 0.9 -0.33
O -2.026 -1.373 0.794 0.6 0.3 -0.5 0.08
H -1.745 1.963 -1.000 0.0 0.5 -0.4 0.07
H -0.304 2.532 0.168 -0.5 0.7 -0.2 0.07
H 0.866 1.006 1.339 0.5 0.3 0.8 0.11
H 0.157 -0.641 1.387 0.4 -0.3 0.5 0.12
H 2.682 -0.630 0.797 -0.7 0.2 -0.7 0.13
H 2.291 0.363 -0.618 -0.1 0.4 -0.4 0.12
H -2.146 -2.012 -1.089 0.1 -0.5 -0.6 0.14

---

Entry 3:
15
Properties=species:S:1:pos:R:3:forces:R:3:lowdin_charge:R:1 method="wB97M-V/def2-TZVPD" smiles=F[C@H]1COC[C@H]2S[C@@H]12 gap_ev=9.76 multiplicity=1 total_energy_ev=-20896.933 relative_energy_kj_mol=110.5 charge=0
F 1.875 1.640 -0.296 -1.6 0.7 1.3 -0.09
C 0.646 1.191 0.390 1.2 -0.5 -2.9 -0.25
C -0.480 1.246 -0.684 -0.3 -0.7 -0.2 -0.14
O -1.562 0.428 -0.177 0.9 -1.2 -0.4 -0.13
C -1.229 -1.000 -0.189 0.8 0.3 -0.9 -0.18
C 0.139 -1.369 0.399 -0.6 1.7 -0.3 -0.51
S 1.588 -1.277 -0.647 0.1 0.7 -0.2 0.89
C 1.007 -0.197 0.736 1.3 -2.1 1.0 -0.44
H 0.421 1.752 1.300 0.2 0.4 -0.4 0.16
H -0.824 2.276 -0.754 -0.3 -0.1 0.1 0.12
H -0.240 0.913 -1.760 0.4 0.3 1.8 0.15
H -2.028 -1.531 0.243 -1.0 -0.1 1.5 0.10
H -1.243 -1.521 -1.156 0.0 1.1 -0.7 0.12
H 0.238 -2.239 0.985 -0.5 -0.7 1.0 0.08
H 1.693 -0.312 1.610 -0.8 0.2 -0.7 0.13

---

Entry 4:
17
Properties=species:S:1:pos:R:3:forces:R:3:lowdin_charge:R:1 method="wB97M-V/def2-TZVPD" gap_ev="6.21 / 6.40" multiplicity=1 total_energy_ev=-17644.946 relative_energy_kj_mol=798.4 charge=+1
O 0.477 0.022 1.356 -2.1 5.3 4.1 -0.36
Hg 1.287 -1.644 0.729 6.0 -2.4 0.4 1.37
C 0.686 1.301 1.575 -1.4 -0.5 -2.5 -0.27
C 0.509 2.109 0.326 -1.6 1.7 3.1 -0.08
H 0.182 1.693 2.471 1.9 0.4 0.7 0.17
H 1.788 1.942 0.777 -0.4 -1.3 -0.4 0.25
H -0.580 2.150 0.164 0.2 -1.0 -2.0 0.12
H 0.678 3.185 0.469 0.4 -0.1 0.3 0.09
C 0.480 0.640 -1.499 0.9 -2.4 0.6 0.00
C 0.383 -0.545 -0.751 -1.0 1.9 -5.8 -0.28
O -0.938 -1.165 -0.952 1.5 1.2 0.1 0.08
C -1.068 -2.346 -0.431 -1.1 -0.2 1.7 -0.61
O -0.261 -2.864 0.355 -3.1 -2.9 -0.8 -0.07
O -2.256 -2.847 -0.656 0.0 0.2 -0.4 0.23
H 1.497 0.869 -1.831 -0.4 0.3 0.4 0.09
H -0.334 0.922 -2.175 0.1 0.1 0.5 0.10
H -2.529 -3.421 0.074 0.2 -0.4 -0.1 0.16

---

Entry 5:
16
Properties=species:S:1:pos:R:3:forces:R:3:lowdin_charge:R:1 method="wB97M-V/def2-TZVPD" smiles=CSc1c(I)ncn1C gap_ev=8.68 multiplicity=1 total_energy_ev=-27213.683 relative_energy_kj_mol=0.0 charge=0
C -0.887 -0.407 -2.615 0.5 -1.9 -1.5 -0.40
S 0.656 -0.297 -1.620 -0.7 0.2 -0.5 0.86
C -0.011 0.335 -0.139 0.4 1.3 1.2 -0.58
C -0.785 1.461 0.239 -0.1 -1.4 -0.1 -0.83
I -1.994 2.733 -0.884 0.4 -0.1 0.0 0.88
N -0.909 1.562 1.580 1.5 -2.0 0.9 0.01
C -0.120 0.544 2.065 -1.3 3.1 -0.3 -0.16
N 0.479 -0.130 1.094 -1.0 -0.4 -0.7 -0.16
C 1.495 -1.117 1.386 1.5 2.5 -1.0 -0.02
H -1.413 -1.408 -2.481 0.7 1.3 0.0 0.06
H -0.598 -0.337 -3.728 -0.4 0.1 1.8 0.06
H -1.537 0.394 -2.338 -0.3 0.4 -0.1 -0.08
H 0.159 0.446 3.108 -0.2 -0.1 -0.2 0.13
H 2.249 -1.019 0.607 -0.2 -0.8 -0.5 0.08
H 2.082 -0.679 2.183 -0.2 -0.5 0.9 0.09
H 1.135 -2.082 1.542 -0.5 -1.5 0.2 0.08

---

Entry 6:
15
Properties=species:S:1:pos:R:3:forces:R:3:lowdin_charge:R:1 method="wB97M-V/def2-TZVPD" gap_ev="4.20 / 4.20" multiplicity=1 total_energy_ev=-17490.837 relative_energy_kj_mol=150.3 charge=0
C 2.076 -2.189 -0.018 -0.1 1.2 -3.8 0.15
C 1.299 -1.285 -0.737 2.1 -2.6 1.3 0.00
C -0.687 1.128 1.013 -2.3 1.1 1.3 -0.11
C -0.848 1.460 -0.432 -0.1 2.3 -1.3 -0.14
C 0.430 -0.287 -0.157 0.9 -0.7 0.3 -0.31
O 0.303 0.093 1.094 1.0 -1.1 -2.6 0.12
O -0.219 0.354 -1.050 0.2 -1.2 0.0 0.11
I -4.527 0.616 0.312 0.6 0.0 0.0 -0.54
H 2.832 -2.949 -0.413 -1.5 1.3 -0.2 0.11
H 2.181 -2.113 0.994 -0.4 0.2 2.8 0.04
H 1.316 -1.219 -1.827 -0.1 -0.4 0.4 0.13
H -0.279 2.016 1.584 -1.2 -1.3 -0.1 0.17
H -1.704 0.592 1.188 1.3 1.4 1.1 0.07
H -1.934 1.475 -0.692 0.6 0.2 0.0 0.03
H -0.238 2.309 -0.862 -1.1 -0.4 0.8 0.16

---

Entry 7:
16
Properties=species:S:1:pos:R:3:forces:R:3:lowdin_charge:R:1 method="wB97M-V/def2-TZVPD" s2=0.754 gap_ev="6.90 / 8.73" multiplicity=2 total_energy_ev=-27754.465 relative_energy_kj_mol=227.6 charge=+1
O -1.572 0.775 0.363 0.4 0.6 0.8 0.07
C -0.427 0.230 0.071 0.4 -2.7 -2.5 -0.62
O -0.279 -0.524 -0.914 -0.5 0.5 0.7 -0.10
K 0.888 -2.785 -1.226 -0.2 0.0 -0.2 0.98
O 0.536 0.403 0.932 3.0 0.4 1.4 0.07
C -2.755 0.094 -0.136 -0.3 -0.4 -0.4 -0.22
H -2.683 -0.100 -1.216 0.1 0.4 0.2 0.13
H -2.752 -0.910 0.325 0.0 0.2 0.1 0.14
C -3.943 0.883 0.231 -0.2 0.0 0.2 0.10
H -3.945 1.469 1.150 0.0 -0.2 -0.4 0.07
H -4.879 0.694 -0.293 0.3 0.1 0.2 0.07
C 1.859 -0.504 0.674 -1.6 -0.2 0.0 -0.07
C 2.622 -0.361 -0.379 1.8 4.8 0.3 -0.01
H 2.990 0.819 -0.322 -2.8 -1.0 -0.5 0.18
H 1.963 -1.165 1.535 -1.0 -0.3 -0.4 0.13
H 3.211 -0.304 -1.296 0.4 -2.2 0.5 0.10

---

Entry 8:
18
Properties=species:S:1:pos:R:3:forces:R:3:lowdin_charge:R:1 method="wB97M-V/def2-TZVPD" s2=0.751 gap_ev="5.63 / 6.62" multiplicity=2 total_energy_ev=-16385.196 charge=+1
O -2.890 -2.265 -2.346 2.4 0.1 0.9 0.10
C -2.779 -2.564 -1.193 -4.6 -0.5 -0.4 -0.50
O -3.435 -2.926 -0.260 2.5 0.4 -0.2 0.11
O 0.303 -2.943 -1.041 1.6 0.7 -0.8 -0.16
C -0.596 -2.233 -0.599 -1.7 -0.5 0.1 -0.29
O -0.091 -0.963 -0.314 1.9 0.5 -0.1 -0.32
C -0.774 0.038 0.440 -0.8 0.0 -0.3 -0.14
C 0.243 0.993 1.015 -0.2 -0.2 0.7 -0.19
O 1.216 1.279 0.031 0.4 -0.8 -1.1 -0.30
C 2.095 2.326 0.395 0.4 0.5 0.2 -0.08
La 2.029 -1.081 -1.755 -1.7 -0.2 1.2 1.85
H -1.323 -0.460 1.248 -0.1 0.3 -0.3 0.15
H -1.439 0.558 -0.262 -0.1 -0.1 0.4 0.15
H 0.730 0.545 1.899 -0.1 0.2 -0.2 0.15
H -0.277 1.917 1.319 0.2 -0.3 0.0 0.15
H 2.842 2.418 -0.402 -0.2 0.1 0.2 0.09
H 1.536 3.271 0.483 0.3 -0.3 0.0 0.11
H 2.610 2.091 1.340 -0.2 0.1 -0.2 0.11

---

Entry 9:
17
Properties=species:S:1:pos:R:3:forces:R:3:lowdin_charge:R:1 method="wB97M-V/def2-TZVPD" s2=0.753 gap_ev="5.30 / 6.09" multiplicity=2 total_energy_ev=-16858.528 charge=+3
C -3.714 -0.370 -0.902 0.0 -0.6 1.3 0.00
C -4.293 -0.414 0.168 0.4 -0.5 -1.4 0.04
H -3.164 -0.597 -1.803 -0.4 0.5 0.2 0.04
H -4.988 -0.654 0.958 0.2 0.5 0.0 0.06
H -1.549 -0.456 1.114 1.1 -0.6 -1.6 0.23
O -0.739 1.260 -0.418 -1.1 -1.3 0.9 -0.22
Li -0.473 -2.704 0.000 -0.1 -0.6 0.0 0.92
O -0.725 -0.745 0.542 -1.6 0.4 2.2 0.13
C -0.130 0.255 -0.036 1.2 -0.9 -1.0 -0.60
O 1.115 0.090 -0.365 -1.6 0.7 -0.9 0.07
C 2.132 0.082 0.592 1.6 -0.8 1.4 -0.05
C 3.472 0.385 0.065 -0.1 0.0 -0.1 -0.02
H 1.961 -0.645 1.394 0.0 0.4 -0.1 0.14
H 3.825 -0.437 -0.584 0.0 0.2 0.1 0.12
H 4.174 0.486 0.900 -0.1 0.0 -0.2 0.12
H 3.470 1.309 -0.529 0.1 -0.2 0.1 0.10
Pb -0.374 3.156 -1.097 0.3 3.0 -1.1 1.92

---

Entry 10:
17
Properties=species:S:1:pos:R:3:forces:R:3:lowdin_charge:R:1 method="wB97M-V/def2-TZVPD" s2=8.773 gap_ev="5.02 / 5.89" multiplicity=6 total_energy_ev=-44806.621 relative_energy_kj_mol=0.0 charge=-1
O 1.762 -0.694 -0.152 0.2 -0.9 0.4 -0.41
C 3.841 0.949 -0.216 -2.4 1.7 -0.6 0.08
O 2.926 1.616 -0.469 3.4 -1.3 0.6 -0.09
O -0.106 2.116 0.671 -0.7 -0.1 0.0 -0.44
C -1.020 1.933 -0.437 0.2 0.0 0.5 -0.45
C -1.803 0.662 -0.261 -0.4 0.2 0.3 -0.28
O -0.919 -0.472 -0.564 -0.1 -0.3 -0.2 -0.25
C -0.488 -1.342 0.467 -0.1 0.1 0.4 -0.24
C 0.935 -1.782 0.118 0.2 0.2 -0.3 -0.36
Mn 0.836 0.967 -0.578 -0.8 0.6 -0.7 0.77
H -1.707 2.788 -0.582 0.4 -0.2 -0.2 0.05
H -2.654 0.599 -0.957 0.2 0.0 0.1 0.10
H -2.164 0.511 0.779 0.1 0.0 -0.2 0.11
H -1.155 -2.217 0.554 0.0 0.1 0.0 0.11
H -0.486 -0.804 1.430 0.0 -0.1 -0.2 0.12
H 0.878 -2.448 -0.767 0.0 0.0 0.2 0.10
H 1.323 -2.381 0.964 -0.1 0.0 -0.1 0.10

---

Entry 11:
13
Properties=species:S:1:pos:R:3:forces:R:3:lowdin_charge:R:1 method="wB97M-V/def2-TZVPD" gap_ev=10.73 multiplicity=1 total_energy_ev=-6786.290 relative_energy_kj_mol=214.4 charge=0
C 0.476 0.157 -1.864 0.0 0.0 0.1 0.01
C 0.931 0.538 -0.674 0.0 -0.1 -0.1 -0.15
C 0.199 0.402 0.633 0.0 0.1 0.0 -0.27
C -1.307 0.020 0.663 -0.3 0.2 -0.1 -0.17
N -0.961 -1.278 1.306 0.4 0.1 0.0 0.07
C 0.279 -0.958 1.292 0.0 -0.2 0.1 -0.14
H -0.525 -0.247 -2.000 0.2 0.1 0.0 0.05
H 1.104 0.221 -2.748 -0.1 0.1 0.1 0.05
H 1.946 0.929 -0.602 -0.2 -0.1 0.0 0.10
H 0.455 1.230 1.306 0.0 -0.1 -0.1 0.13
H -1.934 0.642 1.309 0.1 -0.1 -0.1 0.11
H -1.796 -0.096 -0.308 0.1 0.0 0.2 0.10
H 1.116 -1.558 1.657 -0.1 0.1 0.0 0.11

---

Entry 12:
13
Properties=species:S:1:pos:R:3:forces:R:3:lowdin_charge:R:1 method="wB97M-V/def2-TZVPD" smiles="C=C1CC=CN1" gap_ev=8.57 multiplicity=1 total_energy_ev=-6787.281 relative_energy_kj_mol=118.8 charge=0
C -0.314 -2.003 -0.287 -0.1 0.2 0.0 0.02
C -0.125 -0.706 -0.027 -0.2 -0.1 -0.2 -0.37
C 0.628 0.288 -0.882 0.0 0.0 -0.1 -0.13
C 0.726 1.519 -0.011 -0.1 0.0 0.0 -0.09
C -0.165 1.363 0.972 0.0 0.0 0.0 -0.13
N -0.782 0.104 0.906 0.0 -0.1 0.1 0.03
H -1.120 -2.568 0.165 0.2 -0.1 0.2 0.04
H 0.257 -2.473 -1.081 -0.1 0.1 0.2 0.05
H -0.156 0.431 -1.636 0.3 0.5 -0.4 0.13
H 1.528 -0.053 -1.398 -0.1 -0.1 0.3 0.12
H 1.343 2.390 -0.193 -0.2 -0.2 0.0 0.09
H -0.479 2.070 1.732 0.1 -0.2 -0.1 0.11
H -1.331 -0.279 1.655 0.1 0.0 0.0 0.14

---

Entry 13:
13
Properties=species:S:1:pos:R:3:forces:R:3:lowdin_charge:R:1 method="wB97M-V/def2-TZVPD" gap_ev="7.92 / 7.87" multiplicity=1 total_energy_ev=-6784.227 relative_energy_kj_mol=413.5 charge=0
C 0.135 -1.262 0.277 0.1 0.0 0.1 -0.16
C 1.128 -0.141 -0.174 0.1 0.0 0.0 -0.19
C 0.365 1.158 -0.239 0.5 0.1 0.0 -0.06
C -0.870 1.071 0.383 -0.3 0.0 0.1 -0.24
N -1.760 0.053 -0.350 -0.1 0.0 -0.2 0.09
C -1.072 -0.443 0.694 0.1 -0.1 -0.1 -0.19
H 0.571 -1.851 1.085 -0.1 0.1 -0.1 0.09
H -0.130 -1.951 -0.539 0.0 0.2 0.1 0.10
H 1.761 -0.360 -1.042 -0.2 0.0 0.1 0.10
H 0.910 2.091 -0.353 -0.1 -0.1 0.0 0.10
H -1.410 1.880 0.857 0.1 -0.1 -0.1 0.12
H -1.418 -0.211 -1.294 0.0 0.0 0.2 0.12
H 1.790 -0.034 0.695 0.1 0.0 -0.2 0.11

---

Entry 14:
13
Properties=species:S:1:pos:R:3:forces:R:3:lowdin_charge:R:1 method="wB97M-V/def2-TZVPD" smiles=C[C@H]1C[C@H]1C#N gap_ev=11.43 multiplicity=1 total_energy_ev=-6787.272 relative_energy_kj_mol=119.7 charge=0
C 0.351 -1.039 1.131 0.0 0.0 0.0 -0.06
C -0.614 -0.507 0.099 -0.1 -0.2 0.1 -0.31
C -0.830 0.971 -0.023 -0.3 0.0 0.1 -0.07
C -0.084 0.206 -1.105 -0.1 0.1 -0.2 -0.26
C 1.298 0.584 -1.212 0.2 1.7 0.2 -0.20
N 2.171 1.341 -1.222 0.3 -1.1 -0.2 0.15
H 0.843 -1.950 0.774 -0.1 0.1 0.1 0.08
H -0.180 -1.265 2.061 0.1 0.0 -0.1 0.08
H 1.132 -0.304 1.359 -0.1 -0.1 -0.1 0.08
H -1.468 -1.140 -0.119 0.1 0.0 0.1 0.13
H -0.252 1.623 0.634 -0.1 -0.2 -0.3 0.12
H -1.803 1.362 -0.305 0.1 -0.2 0.1 0.11
H -0.564 0.118 -2.072 -0.1 -0.2 0.2 0.14

---

Entry 15:
13
Properties=species:S:1:pos:R:3:forces:R:3:lowdin_charge:R:1 method="wB97M-V/def2-TZVPD" smiles=C#CCN1CC1 gap_ev=10.32 multiplicity=1 total_energy_ev=-6785.146 relative_energy_kj_mol=324.8 charge=0
C -0.888 -1.981 -1.422 0.3 0.2 0.3 0.11
C -0.100 -1.474 -0.665 -0.4 -0.2 -0.3 -0.13
C 0.828 -0.868 0.304 0.1 -0.2 -0.1 -0.21
N 0.370 0.347 0.985 0.1 -0.1 0.1 -0.12
C -0.837 1.024 0.545 -0.2 0.0 0.0 -0.15
C 0.500 1.609 0.282 0.1 0.2 -0.1 -0.15
H -1.596 -2.433 -2.084 0.2 0.1 0.1 0.03
H 1.045 -1.618 1.071 -0.1 0.1 -0.1 0.12
H 1.782 -0.660 -0.195 -0.1 0.0 0.0 0.12
H -1.463 1.415 1.346 0.1 -0.1 -0.2 0.10
H -1.372 0.609 -0.306 0.1 0.0 0.1 0.09
H 0.866 2.437 0.886 -0.1 -0.1 -0.1 0.10
H 0.866 1.593 -0.746 -0.1 -0.1 0.2 0.11

---

Entry 16:
13
Properties=species:S:1:pos:R:3:forces:R:3:lowdin_charge:R:1 method="wB97M-V/def2-TZVPD" smiles="CC=C=N.C#C" gap_ev=9.70 multiplicity=1 total_energy_ev=-6783.958 relative_energy_kj_mol=439.4 charge=0
C 2.085 0.379 -0.181 0.4 0.6 0.0 -0.11
C 0.616 0.716 0.209 0.7 -0.8 0.3 -0.12
C 0.104 -0.465 0.032 -0.6 -0.7 -0.1 -0.31
N -0.078 -1.610 -0.360 0.0 0.2 -0.4 0.14
H 2.538 -0.374 0.491 -0.2 0.5 -0.1 0.08
H 2.160 -0.047 -1.192 -0.2 0.4 0.2 0.08
H 2.666 1.285 -0.131 0.4 0.2 -0.1 0.06
H 0.285 1.462 0.927 0.2 -0.2 -0.4 0.10
H 0.488 -2.306 0.110 -0.3 -0.3 0.5 0.08
C -2.774 0.835 0.084 -0.1 -0.5 0.0 0.00
C -2.711 -0.361 -0.020 -0.1 0.6 0.0 -0.03
H -2.835 1.898 0.163 0.0 -0.2 0.0 0.02
H -2.544 -1.411 -0.134 -0.2 0.2 0.0 0.02